1.
Formula: C11H15F7O8SSi
Source: the OMol25 dataset
Level of theory: the ωB97M-V functional and the def2-TZVPD basis

CARTESIAN COORDINATES (ANGSTROEM)
O (-0.752, -4.299, 1.337)
S (-1.463, -3.257, 0.635)
O (-2.841, -3.141, 1.052)
Si (-1.547, -3.761, -1.494)
C (-0.718, -1.571, 1.025)
F (-1.721, -0.681, 0.909)
F (-0.346, -1.602, 2.312)
C (0.442, -1.020, 0.145)
F (0.009, -0.567, -1.034)
F (0.899, 0.067, 0.815)
C (1.677, -1.967, -0.061)
F (1.698, -2.426, -1.319)
F (1.671, -2.969, 0.808)
F (2.801, -1.259, 0.121)
H (-2.281, -5.032, -1.572)
H (-2.357, -2.731, -2.163)
H (-0.226, -3.921, -2.112)
C (0.200, 0.602, 4.166)
C (-0.387, 1.927, 4.582)
C (0.610, 3.056, 4.698)
O (-0.004, 3.901, 5.679)
C (-0.758, 3.105, 6.481)
O (-1.223, 3.439, 7.516)
O (-0.900, 1.875, 5.926)
H (-0.561, -0.171, 4.187)
H (0.615, 0.667, 3.165)
H (0.988, 0.299, 4.857)
H (-1.214, 2.201, 3.921)
H (0.762, 3.598, 3.767)
H (1.576, 2.721, 5.085)
C (1.861, 0.846, -4.032)
C (0.747, 0.609, -5.023)
C (0.163, 1.869, -5.618)
O (-1.177, 1.463, -5.923)
C (-1.514, 0.488, -5.042)
O (-2.611, 0.082, -4.866)
O (-0.411, 0.040, -4.387)
H (2.185, -0.091, -3.578)
H (2.716, 1.308, -4.524)
H (1.525, 1.495, -3.222)
H (1.071, -0.085, -5.804)
H (0.677, 2.204, -6.516)
H (0.120, 2.689, -4.897)

The value obtained for the gap between HOMO and LUMO is 10.94 eV. As for the SMILES: O=S(=O)([SiH3])C(F)(F)C(F)(F)C(F)(F)F.C[C@@H]1COC(=O)O1.C[C@@H]1COC(=O)O1. Its energy above the lowest of the compared OMol25 structures with the same formula, charge and spin is 0.0000 eV. The value obtained for the max |F| is 2.57 eV Å⁻¹. As for the HOMO energy: -10.91 eV. Its total energy is -65764.1039 eV.


2.
Formula: C5H14NO3S
Source: the OMol25 dataset
Level of theory: the ωB97M-V functional and the def2-TZVPD basis

CARTESIAN COORDINATES (ANGSTROEM)
C (1.773, -0.070, 0.753)
N (0.489, 0.133, 0.064)
C (0.531, 1.141, -0.982)
C (-0.829, 1.431, -1.666)
S (-1.278, 0.014, -2.807)
C (1.653, 0.750, -2.010)
O (2.854, 0.899, -1.933)
C (1.811, -1.114, 1.861)
H (1.841, 0.942, 1.235)
H (2.566, -0.171, 0.028)
H (0.157, -0.740, -0.366)
H (0.841, 2.105, -0.589)
H (-1.471, 1.292, -0.771)
H (-0.966, 2.401, -2.119)
H (1.235, 0.143, -2.805)
H (0.825, -1.385, 2.245)
H (2.199, -2.040, 1.425)
H (2.457, -0.812, 2.673)
H (-3.904, -0.104, -0.452)
H (-2.389, -0.518, -0.380)
O (-3.278, -0.666, 0.001)
H (-1.839, -0.714, 2.263)
H (-2.800, -1.565, 1.718)
O (-2.478, -1.355, 2.611)

The value obtained for the gap between HOMO and LUMO is 6.72 eV. Its energy above the lowest of the compared OMol25 structures with the same formula, charge and spin is 1.5858 eV. The value obtained for the max |F| is 3.17 eV Å⁻¹. As for the HOMO energy: -3.21 eV. Its total energy is -23880.3372 eV. As for the charge: -1.


3.
Formula: C27H28N3O4Rb
Source: the OMol25 dataset
Level of theory: the ωB97M-V functional and the def2-TZVPD basis

CARTESIAN COORDINATES (ANGSTROEM)
Rb (0.714, 0.287, -0.020)
O (-0.180, 1.164, -2.728)
C (0.749, 1.996, -2.983)
C (1.476, 1.991, -4.219)
C (2.534, 2.838, -4.449)
C (2.948, 3.774, -3.489)
C (2.248, 3.829, -2.294)
C (1.168, 2.988, -2.029)
C (0.321, 3.192, -0.829)
N (0.642, 3.356, 0.395)
C (2.037, 3.175, 0.809)
C (2.126, 2.774, 2.285)
N (1.333, 1.588, 2.614)
C (1.918, 0.474, 2.803)
C (3.383, 0.178, 2.698)
C (4.127, -0.014, 3.853)
C (5.490, -0.292, 3.817)
C (6.097, -0.394, 2.563)
C (5.374, -0.234, 1.397)
C (3.972, 0.039, 1.397)
O (3.291, 0.151, 0.321)
H (1.173, 1.259, -4.961)
H (3.066, 2.774, -5.394)
H (3.788, 4.431, -3.672)
H (2.533, 4.558, -1.543)
H (-0.753, 3.196, -1.035)
H (2.560, 2.428, 0.200)
H (2.585, 4.117, 0.701)
H (3.183, 2.645, 2.539)
H (1.717, 3.593, 2.882)
H (1.264, -0.366, 3.068)
H (3.619, 0.056, 4.812)
H (6.053, -0.437, 4.731)
H (7.159, -0.614, 2.499)
H (5.850, -0.330, 0.427)
N (-4.218, -0.198, -0.236)
C (-2.852, -0.318, -0.326)
O (-2.123, 0.404, 0.321)
C (-2.344, -1.421, -1.226)
C (-1.826, -2.614, -0.420)
H (-4.566, 0.593, 0.278)
H (-4.815, -0.644, -0.906)
H (-1.543, -1.003, -1.842)
H (-3.141, -1.763, -1.893)
H (-1.722, -3.484, -1.082)
H (-2.535, -2.887, 0.372)
C (0.980, -4.182, 0.251)
C (-0.046, -3.345, 0.933)
O (-0.582, -2.286, 0.143)
C (-0.318, -3.319, 2.280)
C (0.245, -4.278, 3.206)
C (-0.081, -4.273, 4.545)
C (-0.950, -3.329, 5.109)
C (-1.460, -2.350, 4.243)
C (-1.169, -2.322, 2.897)
H (0.815, -4.174, -0.831)
H (0.935, -5.230, 0.572)
H (2.021, -3.851, 0.413)
H (0.950, -5.015, 2.838)
H (0.375, -5.024, 5.187)
H (-1.169, -3.321, 6.169)
H (-2.093, -1.563, 4.645)
H (-1.557, -1.517, 2.285)

The value obtained for the gap between HOMO and LUMO is 3.61 eV. Its energy above the lowest of the compared OMol25 structures with the same formula, charge and spin is 0.0000 eV. The value obtained for the max |F| is 0.86 eV Å⁻¹. As for the HOMO energy: 0.21 eV. Its total energy is -41769.1044 eV. As for the charge: -2.


max |F| of number 1 (C11H15F7O8SSi)?
2.57 eV Å⁻¹


Among the records above, which one has the lowest max |F|?
C27H28N3O4Rb


Which value of max |F| does entry 2 give?
3.17 eV Å⁻¹


Which of these has the highest gap between HOMO and LUMO?
C11H15F7O8SSi